# 1
An isolated molecule of C8H19Cl2OPSi, computed with ωB97M-V/def2-TZVPD.

Geometry as XYZ:
```
32
Properties=species:S:1:pos:R:3
C -4.06 -1.14 -0.16
C -2.53 -1.15 -0.32
Cl -1.85 -2.47 0.68
C -2.04 -1.34 -1.76
Cl -2.91 -0.17 -2.82
P -0.24 -0.95 -2.13
C 0.78 -1.88 -0.92
C 1.04 -1.14 0.38
O 2.08 -0.20 0.20
Si 1.90 1.36 0.74
C 1.41 1.42 2.55
C 3.57 2.14 0.57
C 0.59 2.25 -0.26
H -4.39 -0.21 0.30
H -4.37 -1.95 0.50
H -4.57 -1.27 -1.11
H -2.13 -0.21 0.06
H -2.34 -2.32 -2.11
H -0.13 -1.88 -3.19
H 1.75 -2.03 -1.42
H 0.38 -2.87 -0.71
H 1.34 -1.87 1.14
H 0.13 -0.66 0.75
H 2.28 1.39 3.20
H 0.90 2.37 2.73
H 0.72 0.63 2.86
H 3.54 3.17 0.93
H 4.27 1.60 1.20
H 3.93 2.14 -0.46
H -0.29 1.61 -0.39
H 0.96 2.47 -1.26
H 0.29 3.17 0.24
```

As for the LUMO energy: 0.7444 eV. As for the net charge: 0. Its SMILES is C[C@@H](Cl)[C@@H](Cl)PCCO[Si](C)(C)C.

Partial charges, Mulliken, in e: C -1.2760; C 0.4610; Cl -0.1785; C -0.4644; Cl -0.1696; P -0.0838; C -0.9835; C -0.1752; O -0.4466; Si 0.6398; C -1.0743; C -1.0978; C -0.8658; H 0.2995; H 0.3636; H 0.3554; H 0.0650; H 0.5084; H 0.0573; H 0.4734; H 0.5292; H 0.2366; H 0.1556; H 0.3050; H 0.3462; H 0.3339; H 0.3208; H 0.2977; H 0.2897; H 0.1389; H 0.2518; H 0.3870

=====

# 2
A structure of composition C9H14MnNO7S, computed with ωB97M-V/def2-TZVPD.

Geometry as XYZ:
```
33
Properties=species:S:1:pos:R:3
Mn -0.17 -0.49 -0.52
C -0.14 -2.86 1.61
O -0.65 -1.54 1.44
C -0.35 -0.68 2.54
C -0.75 0.71 2.13
O 0.02 1.00 0.95
C -0.13 2.32 0.43
C 0.84 2.41 -0.73
O 0.47 1.39 -1.64
C 1.42 1.22 -2.70
H -0.59 -3.32 2.49
H -0.42 -3.42 0.72
H 0.95 -2.85 1.70
H -0.91 -1.00 3.43
H 0.73 -0.72 2.76
H -1.81 0.76 1.89
H -0.50 1.44 2.91
H -1.16 2.46 0.09
H 0.12 3.05 1.20
H 0.77 3.39 -1.21
H 1.86 2.25 -0.38
H 1.50 2.14 -3.28
H 2.40 0.94 -2.30
H 1.04 0.41 -3.33
O -2.28 -2.41 -3.11
C -1.83 -1.69 -2.27
O -0.57 -1.72 -1.83
C -2.67 -0.61 -1.54
O -3.83 -0.40 -1.76
O -1.93 0.05 -0.65
S 4.12 -0.50 1.02
C 2.73 -0.77 0.26
N 1.71 -0.96 -0.29
```

Its multiplicity is 5. As for the LUMO energy (spin up / spin down): -1.0666 / -0.0893 eV. As for the net charge: 0. The calculation puts the relative energy (zero: lowest compared OMol25 entry of this formula, charge and spin) at 0.0 kJ/mol. As for the expectation value of S²: 6.05.

Partial charges, Mulliken, in e: Mn 0.9055; C -0.8551; O -0.2986; C -0.5416; C -0.5722; O 0.0675; C -0.5712; C -0.5421; O -0.2987; C -0.8545; H 0.3301; H 0.2575; H 0.3436; H 0.4389; H 0.3553; H 0.2878; H 0.4327; H 0.2876; H 0.4329; H 0.4386; H 0.3551; H 0.3300; H 0.3437; H 0.2570; O -0.5469; C 0.5742; O -0.7018; C 0.6705; O -0.5849; O -0.4029; S -0.3984; C 0.5723; N -0.5118

=====

# 3
A structure of composition FH12O6Zr, computed with ωB97M-V/def2-TZVPD.

Geometry as XYZ:
```
20
Properties=species:S:1:pos:R:3
Zr -0.33 -0.35 3.16
F -0.31 -0.25 0.07
O 2.69 1.61 1.91
H 3.64 1.52 1.87
H 2.51 2.46 1.52
O -1.15 2.86 2.32
H -0.65 3.63 2.59
H -1.95 3.21 1.93
O -2.36 -2.30 -2.47
H -1.79 -1.74 -1.95
H -2.38 -1.89 -3.34
O -1.35 -3.64 2.07
H -1.01 -4.23 1.39
H -1.89 -4.21 2.62
O 2.74 -1.05 -2.23
H 2.07 -1.11 -1.55
H 3.57 -1.00 -1.75
O -0.91 2.48 -2.66
H -0.57 2.16 -3.49
H -0.57 1.87 -2.01
```

As for the LUMO energy: -18.2078 eV. As for the net charge: +3. The calculation puts the relative energy (zero: lowest compared OMol25 entry of this formula, charge and spin) at 1017.8 kJ/mol.

Partial charges, Mulliken, in e: Zr 2.0715; F -0.4510; O -0.5934; H 0.3307; H 0.3341; O -0.5448; H 0.3311; H 0.3163; O -0.3566; H 0.3479; H 0.3984; O -0.5879; H 0.3271; H 0.3425; O -0.3770; H 0.3444; H 0.3908; O -0.3687; H 0.4001; H 0.3444

=====

# 4
A cluster of 4 separate species, C20H36NO10S in total, computed with ωB97M-V/def2-TZVPD.

Geometry as XYZ:
```
68
Properties=species:S:1:pos:R:3
O -0.26 0.94 2.03
C 0.61 1.17 0.87
C 2.09 1.61 1.43
C 2.74 0.55 2.52
S 3.94 1.52 3.58
C 3.36 1.61 5.39
C 1.75 1.44 5.58
C 1.19 1.56 7.15
C 2.45 1.85 8.20
C 4.02 1.96 7.81
N 4.45 1.83 6.38
H -0.13 -0.03 2.29
H 0.19 2.11 0.28
H 0.67 0.27 0.11
H 2.03 2.65 1.99
H 2.83 1.77 0.52
H 1.94 -0.07 3.12
H 3.39 -0.21 1.87
H 5.11 0.74 3.65
H 1.01 1.25 4.67
H 0.07 1.47 7.46
H 2.17 1.99 9.35
H 4.87 2.18 8.62
C -3.69 1.75 -2.79
C -3.79 0.69 -1.71
O -3.75 -0.62 -2.28
C -2.53 -1.07 -2.68
O -1.48 -0.45 -2.58
O -2.69 -2.30 -3.22
C -1.49 -2.84 -3.78
H -4.46 1.60 -3.55
H -3.80 2.75 -2.36
H -2.72 1.71 -3.31
H -4.75 0.79 -1.20
H -3.00 0.81 -0.96
H -0.68 -2.83 -3.04
H -1.21 -2.27 -4.67
H -1.69 -3.87 -4.07
C -5.10 -4.24 -2.95
C -6.19 -3.22 -3.22
O -7.49 -3.81 -3.10
C -7.93 -4.01 -1.83
O -7.32 -3.73 -0.81
O -9.14 -4.60 -1.89
C -9.67 -4.97 -0.62
H -5.23 -5.12 -3.58
H -4.11 -3.81 -3.13
H -5.14 -4.59 -1.91
H -6.10 -2.86 -4.25
H -6.10 -2.34 -2.57
H -9.69 -4.11 0.07
H -9.09 -5.79 -0.20
H -10.70 -5.31 -0.76
C 8.25 4.26 -1.05
C 8.20 2.87 -0.44
O 6.85 2.39 -0.36
C 6.30 1.96 -1.52
O 6.86 1.94 -2.61
O 5.02 1.59 -1.27
C 4.30 1.21 -2.44
H 7.59 4.94 -0.50
H 9.27 4.65 -1.03
H 7.90 4.25 -2.09
H 8.58 2.91 0.58
H 8.82 2.16 -1.00
H 4.83 0.44 -3.01
H 4.11 2.09 -3.07
H 3.33 0.81 -2.13
```

As for the LUMO energy: -4.0259 eV. As for the net charge: +1. The calculation puts the relative energy (zero: lowest compared OMol25 entry of this formula, charge and spin) at 697.1 kJ/mol.

Partial charges, Mulliken, in e: O -0.4939; C -0.6258; C -0.1671; C -0.6661; S 0.0276; C 0.3850; C -0.1365; C -0.3560; C -0.2524; C -0.1323; N -0.3646; H 0.3344; H 0.2918; H 0.2769; H 0.3433; H 0.2279; H 0.3601; H 0.4112; H 0.3030; H 0.2921; H 0.3363; H 0.2810; H 0.3231; C -1.1390; C -0.0433; O -0.2354; C 0.6353; O -0.6142; O -0.2904; C -0.7709; H 0.3005; H 0.3825; H 0.2999; H 0.3059; H 0.1587; H 0.2972; H 0.3032; H 0.2860; C -0.5035; C -0.1207; O -0.3631; C 0.7230; O -0.5661; O -0.3339; C -0.6139; H 0.3605; H -0.1700; H 0.3063; H 0.3503; H 0.2595; H 0.2861; H 0.2866; H 0.2253; C -1.0948; C -0.1776; O -0.2924; C 0.6363; O -0.5482; O -0.2436; C -0.6503; H 0.2842; H 0.3606; H 0.3156; H 0.2799; H 0.3081; H 0.3285; H 0.3354; H 0.1569

=====

# 5
An isolated molecule of C4H7NS2, computed with ωB97M-V/def2-TZVPD.

Geometry as XYZ:
```
14
Properties=species:S:1:pos:R:3
H 0.16 2.33 -0.35
N 1.05 2.10 -0.85
C 1.38 0.89 -0.83
C 0.86 -0.30 -0.07
C -0.31 -0.23 0.91
C -1.60 -0.18 0.12
S -2.15 1.27 -0.36
S -2.26 -1.69 -0.33
H 2.41 0.58 -1.31
H 0.63 -0.98 -0.78
H 1.63 -0.75 0.54
H -0.37 -1.22 1.38
H -0.24 0.50 1.69
H -1.18 -2.30 0.25
```

As for the LUMO energy: -0.3106 eV. As for the net charge: 0. The calculation puts the relative energy (zero: lowest compared OMol25 entry of this formula, charge and spin) at 140.9 kJ/mol. Its SMILES is [H]/N=C\CCC(=S)S.

Partial charges, Mulliken, in e: H 0.2111; N -0.6592; C 0.1203; C -0.3691; C -1.2380; C 0.4389; S -0.2806; S -0.1302; H 0.2523; H 0.3946; H 0.3685; H 0.3936; H 0.3642; H 0.1335

=====

# 6
A structure of composition C27H41AuF9OP2, computed with ωB97M-V/def2-TZVPD.

Geometry as XYZ:
```
81
Properties=species:S:1:pos:R:3
Au 1.83 -0.77 -1.98
C -1.07 -1.13 0.58
C -0.64 -2.11 -0.30
C 1.26 -1.13 0.66
C 0.11 -0.55 1.20
C 0.84 -2.10 -0.37
C -2.48 -0.88 0.99
H -3.10 -1.13 0.12
H -2.63 0.19 1.18
H -2.84 -1.47 1.85
C 0.08 0.40 2.32
H -0.92 0.82 2.46
H 0.76 1.25 2.13
H 0.36 -0.05 3.28
C 2.55 -1.17 1.33
H 2.40 -1.45 2.38
H 3.07 -0.23 1.32
H 3.15 -1.96 0.88
C 1.55 -3.43 -0.41
H 1.30 -4.04 0.47
H 2.63 -3.25 -0.43
H 1.22 -4.05 -1.25
C -1.52 -3.07 -1.00
H -2.17 -3.66 -0.35
H -0.86 -3.75 -1.53
H -2.15 -2.59 -1.75
C -1.83 2.81 -0.87
C -2.95 2.08 -0.86
C -3.21 0.96 -1.83
C -3.49 1.34 -3.36
C -2.52 1.06 -4.47
C -1.10 1.04 -3.99
C -0.54 1.85 -2.69
C -1.19 3.16 -2.21
H -4.07 0.36 -1.43
H -3.40 2.41 -3.45
H -2.32 0.34 -1.76
H -1.81 3.64 -2.98
H -1.54 3.36 0.06
H -3.70 2.21 -0.06
H -0.43 3.89 -1.90
H -0.30 1.19 -1.83
H -0.75 -0.03 -3.83
H 0.48 2.16 -2.91
H -4.50 1.01 -3.61
H -2.81 0.52 -5.39
P 0.44 1.19 -5.34
C 0.14 3.01 -5.45
C -0.10 0.66 -6.96
P 2.64 -0.89 -4.17
C 2.22 0.76 -5.11
C 1.84 -2.19 -5.28
C 4.36 -1.04 -4.91
H 0.60 3.56 -4.62
H -0.97 3.08 -5.44
H 0.46 3.51 -6.37
H 0.37 1.24 -7.76
H -1.17 0.83 -7.04
H 0.14 -0.39 -7.17
H 4.44 -0.82 -5.98
H 4.69 -2.07 -4.76
H 5.00 -0.30 -4.37
H 2.74 1.51 -4.49
H 2.79 0.81 -6.05
H 2.42 -3.09 -4.98
H 1.96 -2.10 -6.38
H 0.76 -2.26 -5.01
F 4.34 0.63 0.22
C 4.01 1.74 -0.50
F 5.09 2.54 -0.46
F 3.83 1.34 -1.82
C 2.66 2.38 0.08
O 1.68 1.55 -0.01
C 2.97 2.87 1.59
F 1.88 3.51 2.12
F 3.26 1.81 2.42
F 4.03 3.71 1.70
C 2.48 3.76 -0.78
F 3.50 4.63 -0.60
F 2.39 3.52 -2.12
F 1.34 4.40 -0.41
```

Its multiplicity is 3. As for the LUMO energy (spin up / spin down): -3.1013 / -4.0801 eV. As for the net charge: +1. The calculation puts the relative energy (zero: lowest compared OMol25 entry of this formula, charge and spin) at 149.8 kJ/mol. As for the expectation value of S²: 2.02.

Partial charges, Mulliken, in e: Au 0.2746; C 0.6665; C 0.5052; C 1.0503; C 0.6583; C 1.0993; C -1.7733; H 0.4198; H 0.3585; H 0.3111; C -1.5754; H 0.4052; H 0.0482; H 0.2826; C -1.3617; H 0.2912; H 0.0995; H 0.3825; C -1.8749; H 0.3637; H 0.4300; H 0.4284; C -1.7819; H 0.3509; H 0.3553; H 0.2695; C -0.3729; C -0.9458; C 0.4447; C -0.8760; C -1.1048; C 0.6671; C 0.1961; C -0.6571; H 0.6700; H 0.3536; H -0.7608; H 0.5475; H 0.3480; H 0.4933; H 0.4310; H -0.7424; H 0.1382; H 0.2341; H 0.4450; H 0.3384; P 1.0016; C -1.2681; C -1.2840; P 0.5757; C -1.0286; C -1.1721; C -1.2960; H 0.2757; H 0.4090; H 0.5276; H 0.4131; H 0.4201; H 0.3270; H 0.4101; H 0.4328; H 0.3607; H 0.3994; H 0.5981; H 0.4470; H 0.3461; H 0.3521; F -0.2949; C 0.3045; F -0.2570; F -0.1453; C 0.6106; O -0.3503; C 0.4501; F -0.2615; F -0.2540; F -0.2453; C 0.4253; F -0.2507; F -0.2401; F -0.2694

=====

# 7
A structure of composition C3H4MnO2, computed with ωB97M-V/def2-TZVPD.

Geometry as XYZ:
```
10
Properties=species:S:1:pos:R:3
C -0.26 1.11 0.02
C 1.00 0.79 -0.51
H 1.89 0.80 0.13
H 1.03 0.90 -1.60
C -0.30 -0.58 -0.45
O -0.48 -1.51 0.35
Mn -1.03 -3.24 0.45
H -0.68 -0.65 -1.48
O -0.29 1.48 1.29
H -0.87 0.89 1.80
```

Its multiplicity is 6. As for the LUMO energy (spin up / spin down): -11.5611 / -11.7702 eV. As for the net charge: +2. The calculation puts the relative energy (zero: lowest compared OMol25 entry of this formula, charge and spin) at 46.6 kJ/mol. As for the expectation value of S²: 8.78.

Partial charges, Mulliken, in e: C 0.3924; C -0.4275; H 0.3157; H 0.3113; C -0.0605; O -0.7064; Mn 1.7667; H 0.3955; O -0.3397; H 0.3526

=====

# 8
A cluster of 2 separate species, C4H12 in total, computed with ωB97M-V/def2-TZVPD.

Geometry as XYZ:
```
16
Properties=species:S:1:pos:R:3
C -0.91 -1.79 0.19
C -2.06 -1.68 1.20
H -0.02 -1.27 0.54
H -0.66 -2.84 0.04
H -1.18 -1.40 -0.79
H -2.96 -2.15 0.80
H -2.24 -0.63 1.44
H -1.78 -2.18 2.13
C 0.73 1.63 -0.48
C 2.19 1.87 -0.90
H 0.13 2.52 -0.66
H 0.33 0.81 -1.08
H 0.67 1.37 0.57
H 2.31 1.95 -1.98
H 2.61 2.76 -0.42
H 2.81 1.01 -0.59
```

Its multiplicity is 2. As for the LUMO energy (spin up / spin down): 4.2949 / 4.4914 eV. As for the net charge: -1. The calculation puts the relative energy (zero: lowest compared OMol25 entry of this formula, charge and spin) at 6.3 kJ/mol. As for the expectation value of S²: 0.75.

Partial charges, Mulliken, in e: C -2.0403; C -1.6653; H 0.3446; H 0.7607; H 0.5807; H 0.4428; H 0.5404; H 0.5361; C -1.9432; C -2.2249; H 1.1064; H 0.1587; H 0.5510; H 0.6649; H 0.5596; H 0.6279

=====

no.,DFT total energy (eV)
1,-52864.746
2,-67539.285
3,-16431.776
4,-54108.853
5,-27420.385
6,-77427.661
7,-38567.076
8,-4340.971